Entry 1:
Computed, not measured: a cluster of 2 separate species, C2H6N2S in total at a distorted geometry, with ωB97M-V with the def2-TZVPD basis set.

Summary:
LUMO level: 0.464 eV
Orbital gap: 9.4 eV

XYZ file:
```
11
C2H6N2S | the Open Molecules 2025 dataset | ωB97M-V with the def2-TZVPD basis set
S -0.766 -1.444 -0.201
N 1.890 -1.052 0.327
N 0.861 0.925 -0.076
C 0.867 -0.540 -0.021
C -1.653 0.241 0.218
H 0.238 1.035 -0.857
H 1.957 1.208 -0.868
H -1.711 0.980 -0.532
H -1.157 0.820 1.093
H -2.713 -0.014 0.779
H 2.188 -2.158 0.139
```

Entry 2:
Computed, not measured: an isolated molecule of C2H6N2S at a distorted geometry, with ωB97M-V with the def2-TZVPD basis set.

Summary:
LUMO level: 0.859 eV
Orbital gap: 10.1 eV
SMILES: [H]/N=C/NSC

XYZ file:
```
11
C2H6N2S | the Open Molecules 2025 dataset | ωB97M-V with the def2-TZVPD basis set
S -1.104 -0.969 0.067
N 0.409 -0.243 0.613
N 2.807 -0.024 0.174
C -2.037 0.548 -0.043
C 1.643 -0.367 -0.179
H -1.650 1.447 -0.722
H -3.002 -0.034 -0.586
H 1.491 -0.862 -1.252
H 3.251 -0.030 -0.674
H -2.234 0.921 1.013
H 0.426 -0.389 1.589
```

Entry 3:
Computed, not measured: an isolated molecule of C2H6N2S at a distorted geometry, with ωB97M-V with the def2-TZVPD basis set.

Summary:
LUMO level: 0.782 eV
Orbital gap: 9.7 eV
SMILES: [H]/N=C(\C)NS

XYZ file:
```
11
C2H6N2S | the Open Molecules 2025 dataset | ωB97M-V with the def2-TZVPD basis set
S 2.186 -0.155 -0.150
N 0.791 -1.053 -0.200
N -1.499 -1.071 -0.076
C -0.401 1.159 -0.123
C -0.404 -0.360 -0.132
H 2.432 -0.543 1.122
H -2.273 -0.453 0.182
H 0.618 -2.007 -0.279
H 0.088 1.479 0.788
H -1.474 1.516 0.001
H -0.064 1.487 -1.133
```

Entry 4:
Computed, not measured: a structure of composition C2H6N2S at a distorted geometry, with ωB97M-V with the def2-TZVPD basis set.

Summary:
LUMO level: 0.316 eV
Orbital gap: 9.1 eV

XYZ file:
```
11
C2H6N2S | the Open Molecules 2025 dataset | ωB97M-V with the def2-TZVPD basis set
S 2.661 0.102 -0.214
N 0.218 1.349 -0.366
N 1.079 -0.829 -0.456
C -1.430 -0.274 -0.178
C 0.111 0.052 -0.183
H 1.115 -1.420 0.507
H 2.141 0.703 1.098
H -2.051 0.563 -0.523
H -0.702 1.729 -0.011
H -1.732 -0.570 1.094
H -1.410 -1.406 -0.767
```

Entry 5:
Computed, not measured: an isolated molecule of C2H6N2S at a distorted geometry, with ωB97M-V with the def2-TZVPD basis set.

Summary:
LUMO level: 0.625 eV
Orbital gap: 9.1 eV
SMILES: C/N=C/SN

XYZ file:
```
11
C2H6N2S | the Open Molecules 2025 dataset | ωB97M-V with the def2-TZVPD basis set
S 1.614 0.313 1.035
N 0.306 -1.013 -0.810
N 0.893 1.675 1.857
C 0.245 -0.002 0.045
C -0.817 -1.277 -1.618
H 1.541 2.119 2.486
H -1.744 -0.514 -1.604
H -0.457 0.734 0.206
H 0.231 1.303 2.533
H -0.476 -1.029 -2.605
H -1.335 -2.308 -1.526
```

Entry 6:
Computed, not measured: an isolated molecule of C2H6N2S2 at a distorted geometry, with ωB97M-V with the def2-TZVPD basis set.

Summary:
LUMO level: 0.280 eV
Orbital gap: 9.0 eV
SMILES: [H]/N=C(\CS)NS

XYZ file:
```
12
C2H6N2S2 | the Open Molecules 2025 dataset | ωB97M-V with the def2-TZVPD basis set
S 1.784 -1.333 1.242
S -2.375 1.271 -0.989
N -0.954 0.453 -1.010
N -1.145 -0.503 1.043
C -0.409 -0.269 0.013
C 1.108 -0.646 -0.277
H -2.335 2.196 0.075
H 1.421 -1.202 -1.179
H -0.251 0.600 -1.804
H 2.087 0.028 1.617
H -0.521 -1.024 1.682
H 1.592 0.430 -0.411
```

Entry 7:
Computed, not measured: an isolated molecule of C2H6N2S3 at a distorted geometry, with ωB97M-V with the def2-TZVPD basis set.

Summary:
LUMO level: 0.494 eV
Orbital gap: 8.8 eV
SMILES: CS/C(=N\S)NS

XYZ file:
```
13
C2H6N2S3 | the Open Molecules 2025 dataset | ωB97M-V with the def2-TZVPD basis set
S -2.370 -0.124 -0.445
S 1.085 -0.359 2.552
S 0.766 -0.085 -1.710
N 1.243 -0.574 0.843
N -0.930 -0.254 0.464
C 0.222 -0.255 -0.024
C 0.419 1.682 -1.833
H 1.135 2.235 -1.224
H -0.580 1.993 -1.652
H -1.855 -0.237 -1.692
H 0.755 0.944 2.628
H 2.174 -0.556 0.481
H 0.624 1.932 -2.890
```

Entry 8:
Computed, not measured: a cluster of 2 separate species, C2H6N3 in total at a distorted geometry, with ωB97M-V with the def2-TZVPD basis set.

Summary:
LUMO level: -3.722 eV
Charge: +1
Orbital gap: 10.9 eV

XYZ file:
```
11
C2H6N3 | the Open Molecules 2025 dataset | ωB97M-V with the def2-TZVPD basis set
N 1.456 -1.179 0.026
N -1.173 0.728 1.066
N -0.343 -0.071 -1.204
C 0.598 -0.297 -0.337
C -0.376 0.795 -0.078
H -0.829 -0.668 -1.893
H -1.701 1.616 1.150
H 1.633 -1.914 -0.647
H -1.626 -0.121 1.335
H 2.113 -1.130 0.757
H 0.248 2.241 -0.175
```

Entry 9:
Computed, not measured: a cluster of 2 separate species, C2H6N3 in total at a distorted geometry, with ωB97M-V with the def2-TZVPD basis set.

Summary:
LUMO level (spin up / spin down): -5.158 / -5.158 eV
Charge: +1
Orbital gap (spin up / spin down): 8.5 / 8.5 eV

XYZ file:
```
11
C2H6N3 | the Open Molecules 2025 dataset | ωB97M-V with the def2-TZVPD basis set
N 0.111 -1.501 -1.944
N -0.838 1.738 1.344
N 0.261 -0.081 0.434
C 1.054 -0.535 -0.378
C -0.498 0.470 1.375
H 0.608 -2.423 -2.145
H 0.231 -0.808 -2.646
H -0.823 -0.211 2.036
H -1.546 2.039 1.971
H 2.053 -0.921 -0.551
H -0.614 2.233 0.503
```

Entry 10:
Computed, not measured: the ion C2H6N3 with charge +1 at a distorted geometry, with ωB97M-V with the def2-TZVPD basis set.

Summary:
LUMO level: -5.087 eV
Charge: +1
Orbital gap: 9.9 eV
SMILES: [H]/N=C/C(N)=[NH2+]

XYZ file:
```
11
C2H6N3 | the Open Molecules 2025 dataset | ωB97M-V with the def2-TZVPD basis set
N -0.389 -1.013 0.912
N -0.602 -0.550 -1.887
N 0.834 0.891 0.939
C 0.145 -0.041 0.270
C -0.158 0.361 -1.088
H 1.153 0.670 1.839
H 0.956 1.796 0.535
H 0.010 -1.227 1.970
H -0.720 -0.516 -2.860
H -1.210 -1.805 0.716
H -0.020 1.434 -1.347
```

Entry 11:
Computed, not measured: a cluster of 2 separate species, C2H6N3 in total at a distorted geometry, with ωB97M-V with the def2-TZVPD basis set.

Summary:
LUMO level: -5.908 eV
Charge: +1
Orbital gap: 8.5 eV

XYZ file:
```
11
C2H6N3 | the Open Molecules 2025 dataset | ωB97M-V with the def2-TZVPD basis set
N 1.881 -0.453 1.687
N -0.780 1.495 0.950
N -0.658 -0.097 -1.901
C 0.686 -0.560 1.307
C -0.089 0.585 1.077
H -1.512 -0.628 -2.043
H 0.088 -0.609 -2.357
H -1.369 2.269 0.706
H 2.403 -1.309 1.853
H -0.755 0.782 -2.394
H 0.105 -1.476 1.115
```

Entry 12:
Computed, not measured: the ion C2H6N3 with charge +1 at a distorted geometry, with ωB97M-V with the def2-TZVPD basis set.

Summary:
LUMO level: -4.308 eV
Charge: +1
Orbital gap: 9.1 eV
SMILES: NC(N)=C=[NH2+]

XYZ file:
```
11
C2H6N3 | the Open Molecules 2025 dataset | ωB97M-V with the def2-TZVPD basis set
N 2.027 -0.456 0.207
N -1.476 -0.828 0.258
N -0.782 1.274 -0.493
C 1.107 -0.210 -0.622
C -0.459 -0.024 -0.246
H -1.365 -1.913 0.328
H -0.112 2.051 -0.450
H -2.370 -0.305 0.400
H -1.808 1.461 -0.419
H 3.012 -0.404 -0.209
H 2.226 -0.646 1.245
```

Entry 13:
Computed, not measured: the ion C2H6N3 with charge +1 at a distorted geometry, with ωB97M-V with the def2-TZVPD basis set.

Summary:
LUMO level: -4.125 eV
Charge: +1
Orbital gap: 11.2 eV
SMILES: CN1NC1=[NH2+]

XYZ file:
```
11
C2H6N3 | the Open Molecules 2025 dataset | ωB97M-V with the def2-TZVPD basis set
N 0.046 -1.325 -0.711
N -0.006 -0.767 1.822
N 0.296 0.200 -0.434
C -0.355 1.329 -1.124
C 0.122 -0.644 0.513
H 0.226 2.156 -0.910
H 0.875 -1.778 -1.082
H 0.083 -1.724 2.291
H -0.229 1.222 -2.123
H -1.368 1.282 -0.725
H 0.310 0.048 2.483
```

Entry 14:
Computed, not measured: the ion C2H6N3O with charge +1 at a distorted geometry, with ωB97M-V with the def2-TZVPD basis set.

Summary:
LUMO level: -4.319 eV
Charge: +1
Orbital gap: 10.7 eV
SMILES: [NH3+][C@@H]1N=NCO1

XYZ file:
```
12
C2H6N3O | the Open Molecules 2025 dataset | ωB97M-V with the def2-TZVPD basis set
O 0.455 0.887 -0.598
N -1.249 -0.446 0.126
N 1.946 -0.685 0.307
N 1.003 -1.309 -0.059
C -0.026 -0.394 -0.741
C 1.870 0.733 0.077
H 1.710 1.330 0.939
H -2.145 -0.658 -0.219
H -1.116 0.532 0.546
H -0.317 -0.573 -1.817
H 2.622 1.101 -0.609
H -1.054 -1.190 0.908
```

Entry 15:
Computed, not measured: a cluster of 2 separate species, C2H6N3O in total at a distorted geometry, with ωB97M-V with the def2-TZVPD basis set.

Summary:
LUMO level: -3.710 eV
Charge: +1
Orbital gap: 10.3 eV

XYZ file:
```
12
C2H6N3O | the Open Molecules 2025 dataset | ωB97M-V with the def2-TZVPD basis set
O 0.892 0.575 -0.085
N -1.778 1.717 -0.057
N -1.820 0.419 0.043
N -0.812 -1.813 -0.064
C 2.054 0.214 -0.042
C -1.286 -0.621 -0.089
H -0.966 2.227 0.211
H 2.492 -0.515 0.571
H -2.518 2.356 -0.269
H -0.257 -2.246 0.649
H 2.760 0.713 -0.597
H -1.428 -2.444 -0.541
```

Entry 16:
Computed, not measured: a structure of composition C2H6N3O at a distorted geometry, with ωB97M-V with the def2-TZVPD basis set.

Summary:
LUMO level (spin up / spin down): -3.368 / -7.872 eV
Multiplicity: 3
Charge: +1
Orbital gap (spin up / spin down): 9.1 / 7.2 eV
⟨S²⟩: 2.014

XYZ file:
```
12
C2H6N3O | the Open Molecules 2025 dataset | ωB97M-V with the def2-TZVPD basis set
O -1.334 1.156 -0.595
N 0.057 -0.934 -0.632
N 1.606 -0.624 1.074
N -1.114 -0.648 -1.172
C 0.597 -0.348 0.296
C -0.431 1.326 0.293
H -2.038 -0.887 -0.611
H -0.916 1.105 1.227
H 2.077 -1.482 0.846
H -1.093 -0.787 -2.172
H 2.051 0.221 1.358
H 0.538 1.901 0.086
```

Entry 17:
Computed, not measured: a cluster of 2 separate species, C2H6N3O2 in total at a distorted geometry, with ωB97M-V with the def2-TZVPD basis set.

Summary:
LUMO level: 3.902 eV
Charge: -1
Orbital gap: 6.2 eV

XYZ file:
```
13
C2H6N3O2 | the Open Molecules 2025 dataset | ωB97M-V with the def2-TZVPD basis set
O 0.440 -0.414 1.412
O -2.489 -0.529 -1.167
N 0.617 0.794 1.149
N -1.752 0.401 -1.529
N -1.106 1.119 -0.717
C -0.364 2.238 -1.351
C -0.109 1.741 2.030
H -0.669 1.225 2.768
H -0.152 2.149 -2.428
H 0.713 2.371 2.435
H 0.599 2.377 -0.795
H -1.011 3.180 -1.306
H -0.833 2.411 1.645
```

Entry 18:
Computed, not measured: a cluster of 2 separate species, C2H6N3OS in total at a distorted geometry, with ωB97M-V with the def2-TZVPD basis set.

Summary:
LUMO level: -3.751 eV
Charge: +1
Orbital gap: 10.2 eV

XYZ file:
```
13
C2H6N3OS | the Open Molecules 2025 dataset | ωB97M-V with the def2-TZVPD basis set
S -3.378 -0.883 1.487
O 2.465 0.886 1.328
N 0.438 -0.056 -0.922
N 0.818 -0.625 0.367
N -2.207 -0.039 -0.897
C -2.734 -0.360 0.239
C 1.706 -0.139 1.122
H 2.848 1.479 0.662
H -0.720 -0.168 -0.863
H 0.877 0.887 -1.098
H 1.793 -0.891 1.865
H 0.810 -0.561 -1.727
H -2.717 0.471 -1.564
```

Entry 19:
Computed, not measured: a cluster of 2 separate species, C2H6N3S in total at a distorted geometry, with ωB97M-V with the def2-TZVPD basis set.

Summary:
LUMO level: -4.531 eV
Charge: +1
Orbital gap: 9.3 eV

XYZ file:
```
12
C2H6N3S | the Open Molecules 2025 dataset | ωB97M-V with the def2-TZVPD basis set
S -2.772 1.035 0.106
N -2.199 -0.419 -0.522
N 0.585 0.240 0.051
N 2.909 1.047 -0.190
C -1.428 -1.345 -0.059
C 1.670 0.609 -0.010
H -2.392 -0.658 -1.451
H 3.039 1.841 -0.783
H 3.516 0.677 0.525
H -0.924 -2.107 -0.698
H -2.051 0.942 1.376
H -0.974 -1.365 0.914
```

Entry 20:
Computed, not measured: the ion C2H6N3S with charge +1 at a distorted geometry, with ωB97M-V with the def2-TZVPD basis set.

Summary:
LUMO level (spin up / spin down): -3.640 / -7.746 eV
Multiplicity: 3
Charge: +1
Orbital gap (spin up / spin down): 10.0 / 6.4 eV
⟨S²⟩: 2.025

XYZ file:
```
12
C2H6N3S | the Open Molecules 2025 dataset | ωB97M-V with the def2-TZVPD basis set
S 2.402 0.747 -0.144
N 1.002 -1.468 -0.059
N 0.098 0.495 -1.028
N -0.523 1.205 0.174
C 1.979 -0.825 0.323
C 0.013 -0.851 -0.919
H -0.103 0.664 0.901
H -0.316 2.150 0.235
H -0.962 -1.252 -0.544
H 2.865 -1.357 0.897
H -1.525 1.066 0.265
H 0.179 -1.243 -1.927
```

Q: Which energy above the lowest of the compared OMol25 structures with the same formula, charge and spin values were calculated for the entries above? A: 88.13; 48.51; 25.09; 92.04; 45.29; 33.35; 15.83; 86.79; 97.26; 37.17; 60.87; 63.52; 84.50; 81.68; 104.17; 45.84; 167.73; 76.60; 52.11; 34.33, in kcal per mole.
Q: Which electronic energy values were calculated for the entries above? A: -15982.9766; -15984.6947; -15985.7105; -15982.8071; -15984.8346; -26820.3683; -37655.8923; -6631.3233; -6630.8690; -6633.4750; -6632.4472; -6632.3322; -6631.4226; -8679.6750; -8678.7000; -8675.2006; -10731.9767; -19514.8999; -17467.8786; -17464.4991, in eV.